Record 1
The following is a quantum chemistry calculation of a molecular structure, C54H42InP3Si in a non-equilibrium geometry, from the OMol25 dataset.

Structure (XYZ):
```
101
Properties=species:S:1:pos:R:3:forces:R:3:lowdin_charge:R:1
In 0.149794 -0.164816 -1.928493 0.1 0.1 0.0 0.78
C 7.014694 -0.223016 -1.324993 0.0 0.0 0.0 -0.05
C 6.395994 -1.416316 -1.658193 0.1 0.0 0.0 -0.05
C 5.061394 -1.619116 -1.352293 -0.1 0.1 0.1 -0.08
C 4.342494 -0.619916 -0.703393 -0.3 0.2 -0.2 -0.38
C 4.970294 0.576584 -0.357993 -0.1 -0.1 0.0 -0.11
C 6.303594 0.770484 -0.669093 0.0 0.1 0.0 -0.06
P 2.589994 -0.829816 -0.206993 0.6 -0.9 0.5 1.01
C 2.231994 -2.510816 -0.828493 -0.2 0.2 0.0 -0.43
C 2.085794 -2.648716 -2.213793 0.1 0.0 0.0 -0.20
C 1.754394 -3.873216 -2.765193 0.0 0.0 -0.1 -0.06
C 1.561094 -4.969816 -1.937993 0.0 0.0 -0.1 -0.06
C 1.707494 -4.838716 -0.568393 -0.1 -0.2 0.0 -0.05
C 2.035294 -3.614116 -0.008993 0.1 0.1 0.0 -0.06
C 2.813094 -1.094416 1.595707 -0.3 0.3 -0.1 -0.38
C 4.000394 -1.608516 2.104807 0.1 0.0 -0.1 -0.06
C 4.168594 -1.783416 3.466207 -0.1 0.0 0.0 -0.03
C 3.151794 -1.427316 4.336707 0.1 0.0 0.1 -0.04
C 1.977594 -0.894416 3.845707 -0.3 0.1 -0.1 -0.09
C 1.788294 -0.725216 2.471607 -0.4 0.2 -0.5 -0.26
Si 0.120994 0.030784 1.991607 0.0 0.5 0.5 0.98
C -0.044006 1.846284 2.496407 0.0 -0.5 -0.4 -0.29
C -0.161306 2.176784 3.843707 0.0 0.0 -0.1 -0.07
C -0.233606 3.504784 4.224107 0.0 -0.2 0.0 -0.04
C -0.191306 4.502584 3.263707 0.0 0.0 0.0 -0.03
C -0.088106 4.181184 1.920307 0.0 0.1 -0.1 -0.06
C -0.018006 2.852584 1.524507 0.1 -0.8 0.1 -0.37
P 0.071994 2.196284 -0.185193 -0.1 1.3 0.5 0.95
C 1.298794 3.242484 -1.045593 0.1 -0.5 0.0 -0.36
C 2.453894 2.648084 -1.546493 -0.1 -0.1 0.1 -0.13
C 3.399194 3.412684 -2.207293 0.2 0.0 -0.1 -0.06
C 3.199294 4.774284 -2.363393 0.1 -0.2 0.0 -0.05
C 2.040194 5.365084 -1.886093 0.0 0.1 0.0 -0.05
C 1.082594 4.603884 -1.244493 0.0 -0.1 0.0 -0.08
C -1.446706 2.834684 -0.969293 -0.1 -0.4 0.1 -0.40
C -1.532906 2.771484 -2.361893 0.1 0.1 0.0 -0.14
C -2.671006 3.216184 -3.008393 0.0 -0.1 -0.1 -0.05
C -3.728506 3.732684 -2.276493 0.0 0.0 0.1 -0.05
C -3.645306 3.803384 -0.896993 -0.1 0.0 -0.1 -0.06
C -2.518906 3.336384 -0.239693 0.2 0.0 0.0 -0.09
C -1.389506 -1.035516 2.402907 0.4 0.3 -0.5 -0.26
C -1.478006 -1.516616 3.712107 0.3 0.0 -0.1 -0.08
C -2.603506 -2.190616 4.141607 0.0 0.0 0.1 -0.04
C -3.662906 -2.395616 3.273407 0.0 0.0 0.0 -0.03
C -3.583006 -1.938716 1.971207 -0.1 0.0 -0.1 -0.07
C -2.450606 -1.266316 1.523107 0.4 0.3 0.0 -0.39
P -2.328206 -0.670516 -0.207593 -0.6 -0.9 0.5 1.04
C -4.083106 -0.212916 -0.453793 0.3 0.3 -0.2 -0.36
C -4.922306 -0.876816 -1.340293 0.1 0.0 0.0 -0.07
C -6.254106 -0.511216 -1.428393 -0.1 0.0 0.0 -0.05
C -6.749406 0.512284 -0.640993 0.0 0.0 0.0 -0.06
C -5.915306 1.173184 0.248207 0.0 0.0 0.1 -0.06
C -4.583106 0.816584 0.340607 0.0 -0.1 0.0 -0.11
C -2.227206 -2.243716 -1.142193 0.3 0.2 -0.1 -0.43
C -2.227206 -2.144116 -2.538693 -0.1 0.0 0.0 -0.21
C -2.117006 -3.278816 -3.323893 0.0 0.0 -0.1 -0.06
C -1.985206 -4.522416 -2.724293 0.0 0.0 0.0 -0.06
C -1.972806 -4.625216 -1.344593 0.0 -0.1 0.0 -0.06
C -2.088806 -3.493116 -0.551893 0.0 0.1 0.1 -0.06
H 8.053194 -0.068016 -1.570893 0.1 0.0 0.0 0.11
H 6.957194 -2.195316 -2.150393 0.0 -0.1 -0.1 0.12
H 4.588594 -2.558316 -1.598293 0.0 0.0 -0.1 0.10
H 4.418494 1.341284 0.175007 0.0 0.1 0.0 0.11
H 6.795794 1.691684 -0.397493 0.0 0.1 0.0 0.11
H 2.318694 -1.807516 -2.866193 -0.1 -0.1 0.0 0.08
H 1.660594 -3.980116 -3.835993 0.0 0.0 -0.1 0.12
H 1.309994 -5.927016 -2.370893 0.0 -0.1 0.0 0.12
H 1.570394 -5.699516 0.068307 0.0 -0.1 0.1 0.12
H 2.166594 -3.521016 1.060007 0.0 0.0 0.1 0.11
H 4.800294 -1.869816 1.428007 0.1 0.0 0.0 0.12
H 5.092594 -2.180416 3.854507 0.1 -0.1 0.0 0.12
H 3.267394 -1.552116 5.400707 0.1 0.0 0.1 0.12
H 1.212994 -0.591116 4.543007 0.0 0.1 0.2 0.08
H -0.203606 1.404284 4.594407 0.0 -0.1 0.2 0.10
H -0.324406 3.751684 5.268307 0.0 0.1 0.2 0.12
H -0.249306 5.535584 3.570907 0.0 0.1 0.0 0.12
H -0.066006 4.972284 1.188107 0.0 0.1 -0.1 0.10
H 2.615294 1.581784 -1.412093 0.0 0.2 0.0 0.02
H 4.292194 2.950284 -2.602293 0.1 -0.1 0.0 0.11
H 3.939494 5.369984 -2.873593 0.1 0.1 0.0 0.12
H 1.885494 6.422084 -2.027393 -0.1 0.1 0.0 0.12
H 0.157294 5.058184 -0.925193 -0.1 0.1 0.0 0.10
H -0.676006 2.438084 -2.945193 -0.1 0.1 0.0 0.07
H -2.736806 3.180584 -4.084993 0.1 0.0 -0.1 0.12
H -4.611706 4.088584 -2.783593 -0.1 0.0 0.0 0.12
H -4.460506 4.231284 -0.335793 -0.1 0.0 0.1 0.12
H -2.458806 3.389284 0.838307 0.0 0.0 0.1 0.10
H -0.669306 -1.361516 4.406807 0.1 -0.1 0.1 0.09
H -2.649606 -2.544616 5.158307 -0.1 -0.1 0.1 0.12
H -4.547106 -2.908216 3.618007 -0.1 -0.1 0.0 0.12
H -4.410006 -2.098216 1.294307 -0.1 0.0 0.0 0.12
H -4.551806 -1.694216 -1.938593 0.0 0.0 -0.1 0.10
H -6.909706 -1.035516 -2.105493 -0.1 -0.1 -0.1 0.11
H -7.789406 0.790284 -0.710593 -0.1 0.0 0.0 0.11
H -6.315606 1.956684 0.873207 0.0 0.1 0.1 0.11
H -3.930006 1.308484 1.050407 0.0 0.1 0.0 0.10
H -2.388506 -1.173916 -3.008193 0.0 -0.1 0.0 0.09
H -2.148106 -3.200916 -4.400593 0.0 0.0 -0.1 0.12
H -1.899406 -5.407316 -3.336993 0.0 -0.1 0.0 0.12
H -1.881006 -5.595216 -0.880393 0.0 -0.1 0.1 0.12
H -2.095906 -3.590216 0.524507 0.1 0.0 0.0 0.11
```
Forces are in eV/Å.

Values from the calculation:
E_LUMO in Ha: -0.255
Total charge: +2

Record 2
The following is a quantum chemistry calculation of a molecular structure, C54H42N3O in a non-equilibrium geometry, from the OMol25 dataset.

Structure (XYZ):
```
100
Properties=species:S:1:pos:R:3:forces:R:3:lowdin_charge:R:1
C 5.764133 -0.178015 3.916322 -0.3 0.0 0.0 -0.06
C 5.280583 1.125227 3.755783 0.0 -0.2 0.4 -0.05
C 3.910945 1.355778 3.713186 -0.1 -0.2 -0.4 0.00
C 3.022400 0.259451 3.660241 0.3 -0.6 0.1 -0.18
C 1.735280 0.539845 2.952820 0.2 2.5 0.9 -0.26
C 0.980215 -0.457243 2.035054 -1.3 -3.7 2.4 -0.06
N -0.416383 -0.616257 2.613451 0.3 1.1 -0.6 0.02
C -1.173729 0.488904 2.746860 0.5 -0.1 0.0 0.07
C -2.488907 0.444285 3.203916 -0.5 -0.6 0.3 -0.11
C -3.085388 -0.837552 3.452825 -0.1 1.0 -0.2 -0.14
C -4.452056 -0.879588 3.806209 -0.4 0.3 0.1 0.00
C -5.184665 0.296452 3.963787 0.6 -0.8 -0.2 -0.02
C -4.566683 1.557092 3.793947 0.6 0.1 -0.2 -0.04
C -3.236304 1.631351 3.422077 -0.4 0.1 0.0 0.01
C -2.255021 -1.971711 3.315858 1.2 -0.2 -0.3 0.04
C -0.931203 -1.843778 2.935943 -1.1 -0.6 0.0 0.00
O 1.290716 1.682702 3.022794 0.0 -1.1 -0.4 0.08
C 3.491933 -1.026947 3.998591 0.0 0.6 -0.5 -0.03
C 4.865855 -1.234100 4.114749 -0.1 -0.1 0.3 -0.06
H 6.839980 -0.368965 3.914610 -0.4 0.1 0.0 0.11
H 5.974200 1.962086 3.674961 -0.2 -0.2 0.1 0.12
H 3.519891 2.370912 3.631392 0.1 -0.4 -0.3 0.13
H 1.431585 -1.446559 2.019999 0.2 0.1 0.5 0.14
H -0.679036 1.429308 2.530372 -0.1 -0.1 -0.1 0.14
H -4.918463 -1.857666 3.938807 0.0 0.3 0.0 0.13
H -6.242701 0.243643 4.222831 0.3 0.0 -0.1 0.12
H -5.152133 2.464484 3.949059 0.2 -0.3 0.0 0.12
H -2.730795 2.588987 3.290567 -0.2 -0.2 0.0 0.13
H -2.661734 -2.957995 3.517841 0.2 0.1 0.0 0.13
H -0.261352 -2.694055 2.839399 -0.1 0.2 0.0 0.15
H 2.760215 -1.825409 4.127227 0.4 0.0 -0.2 0.12
H 5.238090 -2.231306 4.350539 -0.1 0.3 -0.1 0.12
C -3.302233 5.160053 -4.122508 0.1 -0.1 0.0 -0.09
C -4.058635 4.433370 -3.196308 0.1 -0.1 0.0 -0.08
C -3.847432 3.063761 -3.051848 0.3 0.1 -0.3 -0.01
C -2.881681 2.432689 -3.846860 -0.1 0.2 0.0 -0.23
N -2.689595 1.033875 -3.688126 -0.4 -0.1 0.2 -0.06
C -3.210622 0.178890 -4.695199 -0.3 -0.1 -0.4 -0.23
C -2.456243 -0.049690 -5.848979 -0.4 -0.2 0.0 -0.01
C -3.006728 -0.790611 -6.896319 0.0 0.1 0.2 -0.07
C -4.301238 -1.307938 -6.778741 0.1 0.0 0.1 -0.09
C -5.042547 -1.098589 -5.610862 0.1 0.1 0.0 -0.08
C -4.507778 -0.331819 -4.572274 0.4 -0.1 -0.3 -0.01
C -1.710674 0.563426 -2.799507 0.1 -0.2 0.2 -0.21
C -2.080464 -0.358251 -1.810331 -0.3 0.5 -0.5 0.00
C -1.173947 -0.751136 -0.848550 1.0 0.0 0.2 -0.03
C 0.171171 -0.311775 -0.895655 -2.2 0.4 -0.2 -0.23
C 1.134476 -0.542437 0.165230 -0.6 0.8 0.0 -0.07
C 2.446204 -0.973187 -0.189835 2.2 -0.4 0.6 -0.21
C 3.544015 -0.823209 0.684104 -0.9 0.1 -0.3 -0.03
C 4.836811 -1.099891 0.327111 0.7 -0.2 -0.3 0.00
C 5.133589 -1.566911 -0.960929 -0.4 0.2 -0.3 -0.19
N 6.448155 -1.638173 -1.383184 0.1 0.0 0.1 -0.02
C 6.869237 -2.271021 -2.581586 0.6 -0.3 -0.3 -0.23
C 7.488038 -1.508705 -3.583830 -0.4 -0.3 0.0 0.00
C 7.982273 -2.142949 -4.723889 0.0 -0.1 0.2 -0.07
C 7.959774 -3.537282 -4.817788 -0.2 0.1 0.1 -0.08
C 7.389031 -4.298593 -3.792569 -0.2 0.3 0.0 -0.08
C 6.820337 -3.667491 -2.684508 0.1 0.2 -0.2 -0.02
C 7.460977 -1.007504 -0.602120 0.5 0.0 0.0 -0.25
C 8.270025 -1.780297 0.239809 -0.3 0.4 0.1 0.00
C 9.179083 -1.141478 1.085020 0.0 0.0 -0.2 -0.08
C 9.348760 0.245048 1.005612 -0.1 0.0 0.0 -0.09
C 8.592850 1.000889 0.103506 0.0 -0.2 -0.1 -0.07
C 7.646396 0.373180 -0.706982 0.1 -0.2 0.3 -0.02
C 4.059207 -1.846424 -1.840639 0.0 0.3 0.5 0.01
C 2.753458 -1.559862 -1.464547 -0.3 0.2 0.5 -0.02
C 0.556463 0.474952 -2.025131 0.1 0.6 0.9 -0.02
C -0.382647 1.001531 -2.896019 0.0 -0.8 0.2 0.02
C -2.144366 3.141557 -4.791619 -0.2 0.4 0.2 -0.02
C -2.342555 4.520134 -4.911369 -0.1 -0.2 0.0 -0.07
H -3.460732 6.232331 -4.226232 0.0 -0.2 0.0 0.10
H -4.809721 4.922214 -2.577014 0.2 0.0 -0.2 0.10
H -4.415120 2.452200 -2.346428 0.2 0.3 -0.2 0.11
H -1.457619 0.388346 -5.912011 -0.3 -0.3 -0.1 0.11
H -2.414697 -0.954652 -7.796505 -0.2 0.0 0.2 0.11
H -4.732020 -1.878186 -7.601665 0.1 0.1 0.2 0.10
H -6.040651 -1.524551 -5.500213 0.3 0.1 -0.1 0.10
H -5.069728 -0.110586 -3.662689 0.1 -0.1 -0.3 0.11
H -3.121158 -0.693247 -1.799922 0.4 0.1 0.1 0.12
H -1.488965 -1.399110 -0.031222 0.0 0.1 -0.2 0.10
H 0.855274 0.305263 1.121222 1.2 1.4 -3.5 0.14
H 3.376362 -0.408144 1.664415 0.3 -0.1 -0.3 0.06
H 5.649137 -0.899548 1.026613 -0.3 -0.1 -0.2 0.11
H 7.567277 -0.425513 -3.457209 -0.1 -0.4 -0.1 0.11
H 8.395878 -1.539610 -5.532376 0.0 -0.2 0.2 0.11
H 8.389626 -4.031808 -5.688190 -0.1 0.1 0.2 0.10
H 7.379990 -5.385610 -3.845801 0.0 0.2 -0.1 0.11
H 6.376994 -4.239435 -1.864659 0.1 0.1 -0.3 0.12
H 8.151347 -2.867374 0.235792 0.0 0.4 0.1 0.12
H 9.753333 -1.734456 1.799487 0.0 0.2 -0.3 0.11
H 10.080995 0.739700 1.645057 -0.2 -0.1 -0.2 0.10
H 8.728411 2.080179 0.021746 0.1 -0.3 0.1 0.11
H 7.041231 0.929920 -1.427709 0.2 -0.1 0.4 0.12
H 4.275292 -2.228486 -2.837185 -0.1 0.1 0.2 0.12
H 1.950796 -1.721455 -2.185074 0.2 0.0 0.2 0.12
H 1.607421 0.747716 -2.150586 -0.3 0.0 0.2 0.13
H -0.098933 1.724523 -3.663271 0.0 -0.4 0.2 0.12
H -1.420968 2.604146 -5.409308 -0.2 0.3 0.2 0.11
H -1.737375 5.078633 -5.624186 -0.2 0.0 0.2 0.11
```
Forces are in eV/Å.

Values from the calculation:
E_LUMO in Ha: -0.153
Total charge: +1